No. 1
Formula: C27H22B2CoF4N11
Source: OMol25
Level of theory: ωB97M-V/def2-TZVPD

XYZ file:
```
67
C27H22B2CoF4N11 | OMol25 | ωB97M-V/def2-TZVPD
Co -0.107 0.028 0.310
C -1.241 2.945 3.229
C -0.302 2.415 2.334
N -0.818 1.376 1.700
N -2.068 1.195 2.170
C -2.346 2.133 3.090
B -2.842 -0.063 1.736
N -2.003 -1.286 2.142
C -2.233 -2.257 3.041
C -1.090 -3.019 3.157
C -0.183 -2.425 2.270
N -0.749 -1.396 1.664
N -2.944 -0.049 0.189
C -4.013 -0.065 -0.618
C -3.570 -0.040 -1.929
C -2.175 -0.010 -1.829
N -1.822 -0.014 -0.554
H -1.119 3.784 3.891
H 0.718 2.708 2.144
H -3.300 2.138 3.591
H -3.937 -0.097 2.229
H -3.184 -2.320 3.543
H -0.927 -3.868 3.798
H 0.846 -2.670 2.065
H -5.007 -0.094 -0.202
H -4.167 -0.044 -2.824
H -1.410 0.016 -2.584
C -1.637 4.395 -0.381
C -0.381 4.905 -0.055
C 0.742 4.212 -0.437
C 0.595 3.000 -1.140
N -0.604 2.525 -1.470
C -1.682 3.209 -1.086
N 1.748 2.374 -1.562
C 1.925 1.107 -1.700
N 1.182 -0.001 -1.342
C 1.899 -1.126 -1.701
N 1.690 -2.388 -1.563
C 0.515 -2.983 -1.154
C 0.624 -4.179 -0.420
C -0.521 -4.837 -0.037
C -1.759 -4.308 -0.399
C -1.765 -3.144 -1.141
N -0.666 -2.495 -1.524
C 3.174 -0.711 -2.342
C 4.214 -1.450 -2.872
C 5.286 -0.746 -3.409
C 5.301 0.649 -3.409
C 4.246 1.378 -2.874
C 3.189 0.663 -2.344
H -2.549 4.897 -0.091
H -0.289 5.831 0.501
H 1.741 4.557 -0.211
H -2.638 2.769 -1.360
H 1.611 -4.540 -0.167
H -0.459 -5.750 0.544
H -2.687 -4.782 -0.111
H -2.706 -2.693 -1.448
H 4.185 -2.532 -2.855
H 6.127 -1.285 -3.830
H 6.154 1.168 -3.830
H 4.241 2.459 -2.857
F 1.555 0.013 3.586
B 2.422 0.168 2.514
F 3.341 -0.864 2.437
F 3.020 1.419 2.510
F 1.607 0.095 1.274
```

Values from the calculation:
net charge = -1
2S+1 = 2

Results of the Löwdin charge analysis, in e, for atoms 1 through 6:
1. Co 0.653
2. C -0.051
3. C -0.114
4. N 0.027
5. N -0.006
6. C -0.079

No. 2
Formula: C27H22BClIrN9O7SSe
Source: OMol25
Level of theory: ωB97M-V/def2-TZVPD

XYZ file:
```
70
C27H22BClIrN9O7SSe | OMol25 | ωB97M-V/def2-TZVPD
Ir -0.506 -0.003 -0.737
O 2.500 -0.094 1.768
C 1.293 0.108 1.765
O 0.419 -0.707 1.195
C 0.730 1.262 2.530
C 1.211 1.530 3.777
C 0.598 2.512 4.570
C -0.512 3.187 4.110
C -0.995 2.950 2.840
C -0.353 2.012 1.942
O -0.687 1.846 0.748
N -2.209 3.676 2.459
O -2.617 3.599 1.318
O -2.778 4.336 3.327
N 1.114 2.804 5.893
O 2.088 2.177 6.285
O 0.559 3.665 6.561
H 2.053 0.973 4.166
H -1.004 3.912 4.739
B -3.325 0.953 -2.087
N -2.219 2.038 -2.127
C -2.275 3.349 -2.364
C -0.990 3.869 -2.300
C -0.184 2.777 -1.996
N -0.939 1.680 -1.904
N -3.454 0.532 -0.596
C -4.479 0.634 0.254
C -4.108 0.081 1.468
C -2.789 -0.326 1.277
N -2.407 -0.038 0.034
H -2.907 0.006 -2.714
H -4.376 1.397 -2.488
H -3.218 3.835 -2.557
H -0.682 4.892 -2.444
H 0.883 2.731 -1.841
H -5.414 1.070 -0.061
H -4.693 0.005 2.369
H -2.102 -0.783 1.969
Se -0.315 -2.015 3.440
C -1.266 -3.448 2.876
N -1.876 -4.363 2.508
Cl 0.349 -2.435 -4.117
C 1.020 -3.032 -2.617
C 2.206 -3.749 -2.684
C 2.748 -4.288 -1.527
C 2.085 -4.115 -0.319
C 0.905 -3.388 -0.274
C 0.349 -2.804 -1.415
C -0.895 -1.987 -1.322
H 2.692 -3.886 -3.642
H 3.673 -4.850 -1.575
H 2.481 -4.553 0.591
H 0.396 -3.238 0.668
H -1.569 -2.340 -0.542
H -1.412 -1.928 -2.272
N 6.189 -0.824 -2.953
C 5.150 -0.389 -3.677
S 5.366 0.034 -5.250
C 3.835 -0.283 -2.970
C 3.660 -0.710 -1.667
C 2.420 -0.623 -1.056
N 1.360 -0.087 -1.660
C 1.525 0.335 -2.920
C 2.723 0.240 -3.598
H 7.015 -1.053 -3.480
H 6.028 -1.355 -2.113
H 4.469 -1.122 -1.077
H 2.280 -0.999 -0.059
H 0.655 0.759 -3.395
H 2.791 0.578 -4.621
```

Values from the calculation:
net charge = -1
energy relative to the best compared isomer or geometry (same formula, charge and spin) = 0.000 eV
2S+1 = 2

Results of the Löwdin charge analysis, in e, for atoms 1 through 6:
1. Ir 1.369
2. O 0.054
3. C -0.628
4. O -0.300
5. C -0.079
6. C 0.054

No. 3
Formula: C27H22BrIN4O3RuS
Source: OMol25
Level of theory: ωB97M-V/def2-TZVPD

XYZ file:
```
60
C27H22BrIN4O3RuS | OMol25 | ωB97M-V/def2-TZVPD
Ru 0.280 -0.864 -0.441
C -1.022 4.727 2.976
C -0.707 3.259 2.991
C -1.523 2.364 3.675
C -1.253 1.004 3.685
C -0.147 0.536 2.995
C 0.699 1.410 2.323
C 0.411 2.763 2.319
S 0.199 -1.186 3.020
O 1.567 -1.387 3.409
O -0.826 -1.886 3.739
N -0.044 -1.525 1.418
C -0.374 -2.803 0.964
C -0.614 -4.018 1.583
C -0.922 -5.077 0.741
C -0.973 -4.921 -0.647
C -0.698 -3.685 -1.192
N -0.423 -2.666 -0.382
H -1.332 5.072 3.962
H -1.840 4.936 2.283
H -0.163 5.316 2.660
H -2.386 2.736 4.214
H -1.895 0.308 4.209
H 1.600 1.052 1.837
H 1.071 3.447 1.802
H -0.565 -4.118 2.656
H -1.127 -6.047 1.174
H -1.220 -5.748 -1.296
H -0.703 -3.481 -2.253
O 0.395 -1.047 -2.422
C 1.343 -1.254 -3.317
C 0.977 -1.293 -4.671
C 1.932 -1.500 -5.639
C 3.276 -1.678 -5.294
C 3.639 -1.656 -3.968
C 2.680 -1.452 -2.965
C 3.030 -1.462 -1.559
N 2.245 -1.217 -0.497
C 3.037 -1.347 0.641
C 4.294 -1.650 0.263
N 4.268 -1.719 -1.110
H -0.066 -1.147 -4.919
H 1.640 -1.521 -6.681
H 4.022 -1.829 -6.061
H 4.684 -1.793 -3.715
H 2.648 -1.245 1.638
H 5.187 -1.821 0.835
H 5.055 -1.918 -1.703
Br -0.383 4.493 -0.687
C -2.102 3.759 -0.423
C -3.058 4.557 0.192
C -4.340 4.073 0.392
C -4.676 2.790 -0.016
C -3.726 1.991 -0.629
C -2.438 2.476 -0.832
I -1.102 1.224 -1.836
H -2.793 5.557 0.506
H -5.080 4.706 0.863
H -5.677 2.413 0.137
H -3.983 0.989 -0.947
```

Values from the calculation:
net charge = +1
energy relative to the best compared isomer or geometry (same formula, charge and spin) = 0.881 eV
2S+1 = 2

Results of the Löwdin charge analysis, in e, for atoms 1 through 6:
1. Ru 1.220
2. C -0.039
3. C -0.253
4. C -0.013
5. C -0.034
6. C -0.302

No. 4
Formula: C27H22ClMnN2O5PS5
Source: OMol25
Level of theory: ωB97M-V/def2-TZVPD

XYZ file:
```
64
C27H22ClMnN2O5PS5 | OMol25 | ωB97M-V/def2-TZVPD
Mn 1.302 1.712 1.324
S 1.643 1.495 3.922
S 3.533 1.127 4.348
S 4.716 1.238 2.577
S 3.819 2.515 1.331
N -0.056 3.263 -0.899
P 0.536 1.661 -0.840
C 1.524 1.641 -2.382
C 0.958 1.508 -3.646
C 1.753 1.626 -4.776
C 3.115 1.866 -4.649
C 3.687 1.979 -3.390
C 2.895 1.864 -2.258
C -0.858 0.608 -1.310
C -0.549 -0.739 -1.511
C -1.552 -1.645 -1.805
C -2.868 -1.210 -1.896
C -3.177 0.124 -1.682
C -2.175 1.036 -1.380
C 0.117 4.112 0.170
C -0.382 5.416 0.124
C -0.205 6.239 1.212
C 0.485 5.757 2.317
C 0.967 4.469 2.277
N 0.806 3.647 1.229
H -0.527 3.636 -1.707
H -0.103 1.307 -3.746
H 1.312 1.529 -5.761
H 3.731 1.963 -5.535
H 4.750 2.157 -3.288
H 3.327 1.939 -1.265
H 0.481 -1.063 -1.404
H -1.317 -2.693 -1.942
H -3.655 -1.920 -2.118
H -4.206 0.457 -1.720
H -2.432 2.062 -1.155
H -0.921 5.747 -0.754
H -0.598 7.247 1.204
H 0.628 6.355 3.205
H 1.518 4.066 3.112
O -3.319 1.966 1.447
Cl -2.175 2.059 2.305
O -2.370 1.298 3.493
O -1.912 3.435 2.625
O -1.021 1.519 1.581
C -2.885 -8.110 0.386
C -1.911 -6.959 0.396
O -1.703 -6.236 -0.539
S -1.103 -6.788 1.981
C -0.300 -5.209 1.818
C -0.782 -4.146 2.575
C -0.203 -2.898 2.449
C 0.857 -2.689 1.550
C 1.340 -3.779 0.818
C 0.772 -5.034 0.955
C 1.341 -1.362 1.387
C 1.627 -0.178 1.291
H -2.935 -8.547 -0.610
H -3.868 -7.719 0.649
H -2.604 -8.862 1.122
H -1.608 -4.304 3.256
H -0.573 -2.054 3.015
H 2.166 -3.631 0.134
H 1.148 -5.872 0.385
```

Values from the calculation:
net charge = -1
energy relative to the best compared isomer or geometry (same formula, charge and spin) = 0.000 eV
2S+1 = 5

Results of the Löwdin charge analysis, in e, for atoms 1 through 6:
1. Mn 0.092
2. S 0.159
3. S -0.030
4. S -0.109
5. S -0.017
6. N -0.073

No. 5
Formula: C27H22F3N3SbZr
Source: OMol25
Level of theory: ωB97M-V/def2-TZVPD

XYZ file:
```
57
C27H22F3N3SbZr | OMol25 | ωB97M-V/def2-TZVPD
Zr 1.028 1.172 0.966
C 3.079 -0.282 2.841
C 1.967 -1.246 2.527
C 2.014 -2.594 2.829
C 0.943 -3.401 2.471
C -0.159 -2.845 1.820
C -0.162 -1.490 1.561
N 0.880 -0.720 1.923
Sb -2.047 -0.599 0.761
C -1.817 0.957 2.308
C -2.810 1.283 3.212
C -2.544 2.266 4.163
C -1.301 2.889 4.190
C -0.348 2.514 3.266
C 1.053 3.083 3.186
N -0.620 1.566 2.342
C -1.381 0.904 -0.745
C -2.096 1.022 -1.917
C -1.862 2.125 -2.739
C -0.925 3.078 -2.365
C -0.217 2.898 -1.191
C 0.855 3.837 -0.711
N -0.464 1.829 -0.406
H 4.020 -0.812 2.975
H 2.880 0.243 3.779
H 3.243 0.439 2.016
H 2.874 -3.012 3.333
H 0.963 -4.462 2.689
H -0.999 -3.459 1.524
H -3.769 0.785 3.182
H -3.303 2.545 4.883
H -1.085 3.650 4.928
H 1.217 3.849 3.942
H 1.227 3.578 2.216
H 1.807 2.307 3.385
H -2.832 0.276 -2.189
H -2.410 2.242 -3.666
H -0.738 3.949 -2.980
H 1.136 4.537 -1.495
H 1.782 3.292 -0.450
H 0.497 4.431 0.134
F -0.982 -5.464 -4.886
C -1.110 -4.194 -5.284
F -2.421 -3.890 -5.284
F -0.650 -4.079 -6.525
C -0.388 -3.271 -4.325
C 0.488 -2.300 -4.785
C 1.105 -1.445 -3.887
C 0.841 -1.567 -2.521
C -0.026 -2.577 -2.067
C -0.641 -3.424 -2.964
C 1.376 -0.673 -1.557
C 1.815 0.095 -0.697
H 0.685 -2.217 -5.845
H 1.794 -0.691 -4.245
H -0.163 -2.719 -1.005
H -1.299 -4.212 -2.621
```

Values from the calculation:
net charge = +3
energy relative to the best compared isomer or geometry (same formula, charge and spin) = 1.552 eV
2S+1 = 1

Results of the Löwdin charge analysis, in e, for atoms 1 through 6:
1. Zr 1.760
2. C 0.001
3. C -0.278
4. C 0.050
5. C 0.041
6. C -0.075

No. 6
Formula: C27H22GeN3Pd
Source: OMol25
Level of theory: ωB97M-V/def2-TZVPD

XYZ file:
```
54
C27H22GeN3Pd | OMol25 | ωB97M-V/def2-TZVPD
Pd -0.450 0.581 0.475
C 2.035 0.098 -3.025
C 3.103 0.915 -2.697
C 3.014 1.708 -1.561
C 1.881 1.642 -0.773
N 0.841 0.824 -1.094
C 0.920 0.087 -2.202
C 1.712 2.434 0.475
C 2.138 3.733 0.705
C 1.689 4.372 1.855
C 0.787 3.748 2.709
C 0.415 2.443 2.425
N 0.954 1.812 1.379
C -0.627 1.634 3.108
C -1.015 1.836 4.420
C -1.961 0.995 4.988
C -2.477 -0.043 4.233
C -2.073 -0.176 2.915
N -1.190 0.650 2.355
H 2.057 -0.527 -3.905
H 3.992 0.932 -3.311
H 3.830 2.354 -1.268
H 0.054 -0.517 -2.433
H 2.771 4.248 -0.004
H 1.997 5.389 2.056
H 0.355 4.289 3.539
H -0.561 2.631 4.995
H -2.285 1.142 6.009
H -3.189 -0.742 4.645
H -2.477 -0.950 2.279
Ge -2.530 0.105 -0.519
C -2.959 -1.698 -1.198
C -2.032 -2.729 -1.317
C -2.440 -4.005 -1.683
C -3.780 -4.260 -1.929
C -4.713 -3.237 -1.817
C -4.304 -1.964 -1.453
C -3.022 1.570 -1.744
C -2.658 1.613 -3.088
C -3.059 2.664 -3.899
C -3.827 3.693 -3.373
C -4.187 3.671 -2.032
C -3.784 2.617 -1.226
H -3.616 0.286 0.577
H -0.983 -2.540 -1.111
H -1.714 -4.803 -1.773
H -4.103 -5.255 -2.207
H -5.760 -3.434 -2.008
H -5.032 -1.165 -1.365
H -2.068 0.806 -3.511
H -2.776 2.680 -4.944
H -4.152 4.508 -4.006
H -4.788 4.470 -1.617
H -4.075 2.600 -0.181
```

Values from the calculation:
net charge = +1
energy relative to the best compared isomer or geometry (same formula, charge and spin) = 0.177 eV
2S+1 = 1

Results of the Löwdin charge analysis, in e, for atoms 1 through 6:
1. Pd 0.717
2. C -0.020
3. C -0.021
4. C 0.011
5. C -0.184
6. N -0.027

No. 7
Formula: C27H22MgN2O3PSe2
Source: OMol25
Level of theory: ωB97M-V/def2-TZVPD

XYZ file:
```
58
C27H22MgN2O3PSe2 | OMol25 | ωB97M-V/def2-TZVPD
Mg -0.387 -0.346 -0.800
C -2.151 -4.213 -1.339
O -3.442 -3.926 -0.810
C -3.796 -2.706 -0.296
C -5.023 -2.700 0.339
C -5.552 -1.549 0.921
C -4.818 -0.387 0.862
C -3.566 -0.358 0.237
C -2.892 0.940 0.186
N -1.686 1.081 -0.191
N -1.170 2.374 -0.322
C -0.077 2.305 -1.046
O 0.429 1.240 -1.574
C 0.660 3.584 -1.277
C 1.892 3.525 -1.917
C 2.621 4.687 -2.139
C 2.119 5.912 -1.723
C 0.887 5.971 -1.079
C 0.161 4.812 -0.854
C -3.015 -1.520 -0.381
O -1.872 -1.513 -1.019
H -2.197 -5.271 -1.598
H -1.366 -4.053 -0.602
H -1.925 -3.622 -2.222
H -5.566 -3.637 0.369
H -6.517 -1.576 1.408
H -5.198 0.530 1.299
H -3.465 1.831 0.450
H 2.272 2.557 -2.212
H 3.586 4.632 -2.628
H 2.687 6.819 -1.893
H 0.495 6.924 -0.747
H -0.796 4.838 -0.351
Se 3.251 0.787 1.076
P 3.074 -1.253 0.523
Se 1.077 -2.121 0.337
C 3.980 -1.586 -1.039
C 3.538 -2.512 -1.978
C 4.281 -2.754 -3.129
C 5.470 -2.076 -3.348
C 5.914 -1.147 -2.414
C 5.171 -0.899 -1.271
C 4.001 -2.335 1.679
C 5.199 -1.863 2.214
C 5.961 -2.665 3.049
C 5.527 -3.946 3.372
C 4.330 -4.416 2.855
C 3.570 -3.615 2.010
H 2.608 -3.037 -1.807
H 3.921 -3.471 -3.857
H 6.045 -2.262 -4.247
H 6.836 -0.604 -2.583
H 5.493 -0.145 -0.564
H 5.513 -0.851 1.993
H 6.890 -2.286 3.457
H 6.117 -4.569 4.032
H 3.980 -5.409 3.109
H 2.634 -3.984 1.610
```

Values from the calculation:
net charge = -1
2S+1 = 1

Results of the Löwdin charge analysis, in e, for atoms 1 through 6:
1. Mg 0.492
2. C -0.076
3. O -0.088
4. C -0.205
5. C -0.028
6. C -0.117

No. 8
Formula: C27H22N4O3RhS3
Source: OMol25
Level of theory: ωB97M-V/def2-TZVPD

XYZ file:
```
60
C27H22N4O3RhS3 | OMol25 | ωB97M-V/def2-TZVPD
Rh 0.562 -0.566 0.739
C -1.319 -0.577 3.951
C -0.460 -1.746 3.609
N 0.165 -1.969 2.480
C 0.810 -3.185 2.480
C 0.743 -3.860 3.655
S -0.204 -2.977 4.763
C 1.274 -3.713 1.195
C 2.037 -4.817 0.988
S 2.064 -5.192 -0.676
C 1.077 -3.831 -1.010
N 0.756 -3.141 0.052
C 0.640 -3.499 -2.401
H -2.118 -0.476 3.214
H -0.729 0.339 3.984
H -1.776 -0.728 4.928
H 1.113 -4.847 3.877
H 2.541 -5.434 1.714
H 0.491 -4.406 -2.985
H 1.384 -2.892 -2.925
H -0.305 -2.957 -2.373
N 2.206 -0.832 -0.785
C 2.916 -0.060 -1.790
C 4.231 -0.403 -2.068
C 4.877 0.146 -3.165
C 4.188 1.010 -4.002
C 2.888 1.378 -3.690
C 2.243 0.881 -2.560
C 0.961 1.501 -2.139
C -0.126 1.686 -3.005
C -1.181 2.506 -2.641
C -1.166 3.193 -1.431
C -0.101 3.030 -0.548
C 0.870 2.141 -0.926
H 2.871 -1.442 -0.315
H 1.604 -1.478 -1.290
H 4.745 -1.121 -1.438
H 5.904 -0.120 -3.374
H 4.669 1.419 -4.880
H 2.374 2.112 -4.299
H -0.129 1.188 -3.967
H -2.018 2.625 -3.315
H -1.980 3.860 -1.175
H -0.054 3.567 0.389
O -0.006 1.281 1.917
C -1.164 1.210 1.436
N -1.459 0.195 0.616
S -3.051 0.178 0.167
O -3.173 0.345 -1.246
O -3.704 -0.925 0.807
C -3.424 1.682 1.031
C -4.627 2.349 1.108
C -4.661 3.504 1.884
C -3.529 3.957 2.558
C -2.326 3.268 2.474
C -2.293 2.125 1.697
H -5.506 1.994 0.589
H -5.586 4.058 1.969
H -3.592 4.858 3.154
H -1.438 3.609 2.992
```

Values from the calculation:
net charge = +1
energy relative to the best compared isomer or geometry (same formula, charge and spin) = 1.110 eV
2S+1 = 5

Results of the Löwdin charge analysis, in e, for atoms 1 through 6:
1. Rh 1.204
2. C -0.054
3. C -0.591
4. N -0.014
5. C -0.330
6. C -0.314

no.,molar mass (g/mol),calculated total energy (Ha)
1,657.1,-3476.83788
2,934.0,-5450.54523
3,790.4,-4851.39228
4,736.2,-5471.12808
5,658.5,-1792.23225
6,567.5,-3410.96926
7,635.7,-6721.88135
8,649.6,-2791.64550